Formula: C2H7NO2S
Source: the Open Molecules 2025 dataset
Level of theory: ωB97M-V with the def2-TZVPD basis set

The energy relative to the best compared isomer or geometry (same formula, charge and spin) comes out at 3.296 eV. As for the maximum force: 5.3 eV/Å.

```
13
C2H7NO2S (ωB97M-V with the def2-TZVPD basis set)
C -1.75282 0.00088 0.17240
C -0.48831 -0.81711 0.40351
N 1.82825 1.67194 -0.30002
O 2.11742 -0.82617 -0.21069
O -0.31362 -1.74644 -0.51360
S 1.33301 0.17466 0.52008
H -2.62454 -0.43662 0.81234
H -1.94654 -0.11615 -0.90063
H -1.46951 1.03823 0.43104
H -0.34300 -1.02045 1.55527
H 1.80508 1.89199 -1.36411
H 1.20176 2.26231 0.05096
H 0.65282 -2.07707 -0.65657
```


Formula: C2H7NO2S
Source: the Open Molecules 2025 dataset
Level of theory: ωB97M-V with the def2-TZVPD basis set

The energy relative to the best compared isomer or geometry (same formula, charge and spin) comes out at 2.432 eV. As for the maximum force: 3.5 eV/Å.

```
13
C2H7NO2S (ωB97M-V with the def2-TZVPD basis set)
C 0.57788 -0.75238 1.07430
C -0.76804 -0.24653 0.52160
N 0.66571 -0.03830 -1.78108
O 0.38007 2.07260 -0.29780
O -1.50330 0.40659 1.50944
S -0.37751 0.98035 -0.98728
H 0.39730 -0.98590 2.13695
H 1.23531 -0.00086 0.74803
H 0.85549 -1.68733 0.59312
H -1.33608 -0.89962 -0.13007
H 1.09627 0.59729 -2.41236
H 0.16068 -0.81453 -2.23806
H -1.38378 1.36860 1.26320
```